Entry 1:
Below is a 2-piece molecular cluster, C3H8N2 overall in a non-equilibrium geometry, with properties calculated with the ωB97M-V functional and the def2-TZVPD basis.

XYZ file:
```
13
C3H8N2, DFT the ωB97M-V functional and the def2-TZVPD basis
C -2.831 -2.223 -0.939
N -2.511 -1.005 -1.368
H -2.908 -2.338 0.174
H -3.479 -2.952 -1.442
H -3.094 -0.745 -2.167
C 1.230 0.995 1.496
C 2.621 1.548 -0.214
N 2.057 2.035 0.828
H 1.843 0.046 1.742
H 0.801 1.503 2.343
H 0.507 0.468 0.884
H 2.982 2.194 -1.030
H 2.783 0.474 -0.308
```

Computed properties:
Maximum force (hartree/bohr): 0.052
Total charge: -1
ΔE to the lowest compared entry with this formula, charge and spin (kJ/mol): 218.2
Lowest unoccupied orbital energy (spin up / spin down) (eV): 3.528 / 3.523
E_HOMO (spin up / spin down) (eV): 0.9 / -2.5
2S+1: 2
Kohn-Sham gap (spin up / spin down) (eV): 2.657 / 5.990

natural (NBO) population analysis, charges in e, atoms 1 to 4: C -0.49; N -0.94; H 0.08; H 0.08



Entry 2:
Below is C27H14Cl5N6Pd as an isolated structure in a non-equilibrium geometry, with properties calculated with the ωB97M-V functional and the def2-TZVPD basis.

XYZ file:
```
53
C27H14Cl5N6Pd, DFT the ωB97M-V functional and the def2-TZVPD basis
Pd 0.790 -0.389 0.379
Cl 3.431 0.054 -1.557
C 3.795 -0.179 0.112
C 2.686 -0.384 0.915
C 2.891 -0.530 2.279
Cl 1.427 -0.754 3.158
C 4.152 -0.485 2.852
Cl 4.377 -0.616 4.550
C 5.252 -0.314 2.008
Cl 6.834 -0.280 2.678
C 5.082 -0.166 0.630
Cl 6.451 0.042 -0.390
N -1.058 -0.229 -0.079
C -1.883 0.602 -0.534
C -3.329 0.421 -0.347
C -4.255 0.918 -1.265
C -5.607 0.740 -1.048
C -6.054 0.068 0.080
C -5.138 -0.450 0.985
C -3.787 -0.287 0.770
C -1.382 1.822 -1.216
C -0.292 1.729 -2.084
C 0.224 2.876 -2.659
C -0.313 4.116 -2.348
C -1.378 4.210 -1.467
C -1.918 3.068 -0.905
H -3.909 1.436 -2.148
H -6.323 1.123 -1.761
H -7.112 -0.055 0.254
H -5.485 -0.978 1.862
H -3.063 -0.675 1.472
H 0.131 0.751 -2.308
H 1.055 2.806 -3.347
H 0.113 5.013 -2.772
H -1.789 5.175 -1.206
H -2.721 3.135 -0.183
N 2.863 5.727 0.361
C 2.219 4.817 0.657
N 1.451 3.879 1.073
C 1.241 2.681 0.834
N 0.861 1.572 0.761
N 0.838 -7.747 0.324
C 0.819 -6.594 0.205
C 0.794 -5.214 0.090
C -0.351 -4.453 0.458
C -0.308 -3.094 0.433
N 0.783 -2.376 0.034
C 1.869 -3.101 -0.363
C 1.918 -4.461 -0.350
H -1.256 -4.957 0.765
H -1.177 -2.512 0.726
H 2.727 -2.533 -0.700
H 2.815 -4.970 -0.667
```

Computed properties:
Maximum force (hartree/bohr): 0.074
Total charge: -1
Lowest unoccupied orbital energy (eV): 0.846
E_HOMO (eV): -4.7
Kohn-Sham gap (eV): 5.568

natural (NBO) population analysis, charges in e, atoms 1 to 4: Pd 0.77; Cl 0.02; C -0.14; C -0.15



Entry 3:
Below is C16H54BaF3O14 as an isolated structure in a non-equilibrium geometry, with properties calculated with the ωB97M-V functional and the def2-TZVPD basis.

XYZ file:
```
88
C16H54BaF3O14, DFT the ωB97M-V functional and the def2-TZVPD basis
Ba -3.584 0.023 0.437
C 0.040 0.297 1.223
O -0.423 -0.133 -0.034
O -1.133 0.847 1.808
C 0.753 -0.829 2.059
F 1.165 -0.311 3.243
F -0.024 -1.899 2.359
F 1.831 -1.380 1.487
C 0.616 -0.336 -1.034
C -0.213 -0.820 -2.171
H 0.333 -1.003 -3.096
H -0.759 -1.709 -1.856
H -0.936 -0.041 -2.411
H 1.288 -1.165 -0.812
H 1.130 0.567 -1.364
H 0.856 1.003 1.066
C -1.726 -3.347 0.082
O -2.955 -2.642 -0.076
H -0.919 -2.643 0.285
H -1.879 -3.970 0.963
H -1.565 -4.007 -0.770
H -3.697 -3.250 -0.120
C -2.007 -1.342 -5.521
O -2.721 -1.659 -4.303
H -2.606 -1.451 -6.425
H -1.791 -0.276 -5.448
H -1.041 -1.838 -5.612
H -2.818 -2.611 -4.228
C -2.277 0.399 5.304
O -1.216 1.122 4.758
H -2.367 0.567 6.377
H -3.248 0.607 4.855
H -2.172 -0.666 5.096
H -1.273 1.069 3.801
C -5.308 -0.516 -3.031
O -4.170 -0.651 -2.199
H -5.089 -0.002 -3.967
H -5.604 -1.507 -3.372
H -6.218 -0.177 -2.536
H -3.503 -1.066 -2.751
C 1.700 4.336 0.187
O 1.835 4.787 -1.102
H 2.340 4.838 0.913
H 0.682 4.566 0.503
H 1.964 3.290 0.338
H 2.757 4.625 -1.314
C 0.737 2.454 -3.643
O 0.046 3.171 -2.597
H 0.120 1.587 -3.877
H 0.732 3.018 -4.576
H 1.762 2.093 -3.561
H 0.695 3.713 -2.141
C -2.263 3.303 -0.423
O -2.276 2.057 -1.144
H -2.231 4.166 -1.088
H -3.139 3.467 0.205
H -1.349 3.412 0.161
H -1.533 2.152 -1.744
C 3.767 -0.944 -2.905
O 4.121 -2.002 -1.995
H 2.823 -1.130 -3.418
H 3.578 -0.071 -2.280
H 4.545 -0.790 -3.652
H 4.769 -1.639 -1.388
C 3.399 2.241 3.110
O 2.714 3.459 3.239
H 3.407 1.939 2.063
H 4.420 2.420 3.446
H 2.972 1.473 3.755
H 1.787 3.243 3.115
C 2.094 -4.510 -0.383
O 2.387 -5.839 -0.881
H 1.870 -3.796 -1.176
H 1.271 -4.573 0.329
H 2.933 -4.058 0.147
H 2.715 -6.426 -0.196
C -0.945 4.280 3.457
O 0.082 3.455 3.012
H -1.562 3.650 4.097
H -0.549 5.140 3.998
H -1.565 4.553 2.603
H -0.348 2.618 2.822
C 2.138 -4.636 3.369
O 2.728 -4.673 4.657
H 2.886 -4.823 2.599
H 1.337 -5.373 3.300
H 1.712 -3.649 3.193
H 3.165 -3.829 4.797
```

Computed properties:
Maximum force (hartree/bohr): 0.063
Total charge: +2
Lowest unoccupied orbital energy (spin up / spin down) (eV): -6.600 / -10.478
E_HOMO (spin up / spin down) (eV): -13.9 / -13.9
2S+1: 2
Kohn-Sham gap (spin up / spin down) (eV): 7.299 / 3.418

Mulliken population analysis, charges in e, atoms 1 to 4: Ba 1.86; C 1.08; O 0.81; O -0.48



Entry 4:
Below is an isolated ion of composition C16H30I2NO2 and charge +1 in a non-equilibrium geometry, with properties calculated with the ωB97M-V functional and the def2-TZVPD basis.

XYZ file:
```
51
C16H30I2NO2, DFT the ωB97M-V functional and the def2-TZVPD basis
C -0.742 2.113 2.049
C 0.259 2.862 1.177
C 0.783 1.999 0.034
I 2.275 3.155 -1.008
N 1.253 0.672 0.517
C 2.237 0.623 1.621
C 3.593 0.410 0.943
C 3.243 -0.258 -0.401
C 1.689 -0.418 -0.467
C 1.388 -1.787 0.212
C 0.601 -2.842 -0.583
C -0.711 -3.244 0.091
I -0.396 -4.428 1.822
C 1.339 -0.244 -1.938
C -0.131 0.018 -2.349
C -1.236 -0.417 -1.397
C -2.461 0.495 -1.552
O -3.666 -0.208 -1.292
C -4.395 0.367 -0.259
C -4.000 -0.113 1.121
O -5.302 1.162 -0.465
H -1.449 1.523 1.470
H -0.222 1.416 2.707
H -1.285 2.782 2.702
H -0.241 3.697 0.699
H 1.077 3.259 1.762
H -0.028 1.855 -0.664
H 0.393 0.286 0.918
H 2.275 1.516 2.232
H 2.039 -0.188 2.307
H 4.320 -0.105 1.557
H 4.028 1.379 0.739
H 3.778 -1.170 -0.630
H 3.622 0.431 -1.151
H 2.330 -2.235 0.490
H 0.865 -1.656 1.160
H 0.362 -2.561 -1.602
H 1.203 -3.742 -0.644
H -1.287 -2.358 0.328
H -1.300 -3.824 -0.607
H 1.943 0.532 -2.385
H 1.675 -1.164 -2.404
H -0.295 -0.454 -3.311
H -0.245 1.084 -2.537
H -0.946 -0.377 -0.347
H -1.599 -1.420 -1.589
H -2.500 0.926 -2.547
H -2.349 1.341 -0.869
H -3.824 0.740 1.764
H -3.123 -0.746 1.070
H -4.835 -0.684 1.507
```

Computed properties:
Maximum force (hartree/bohr): 0.057
Total charge: +1
Lowest unoccupied orbital energy (eV): -3.018
E_HOMO (eV): -12.2
Structure (SMILES): CC[C@@H](I)[N@@H+]1CCC[C@]1(CCCI)CCCCOC(C)=O
Kohn-Sham gap (eV): 9.181

natural (NBO) population analysis, charges in e, atoms 1 to 4: C -0.63; C -0.46; C -0.14; I 0.19



Entry 5:
Below is a 2-piece molecular cluster, C5H7N overall in a non-equilibrium geometry, with properties calculated with the ωB97M-V functional and the def2-TZVPD basis.

XYZ file:
```
13
C5H7N, DFT the ωB97M-V functional and the def2-TZVPD basis
N -2.937 -0.090 -0.124
C -1.874 0.037 -0.563
C -0.572 0.208 -1.224
C 0.568 -0.571 -0.615
C -0.464 0.188 2.141
C 1.805 -0.093 -0.528
H -0.332 1.277 -1.246
H -0.711 -0.109 -2.267
H 0.344 -1.587 -0.300
H -0.434 -0.630 2.897
H -0.261 1.085 2.770
H 2.047 0.923 -0.833
H 2.623 -0.698 -0.145
```

Computed properties:
Maximum force (hartree/bohr): 0.022
ΔE to the lowest compared entry with this formula, charge and spin (kJ/mol): 559.9
Lowest unoccupied orbital energy (spin up / spin down) (eV): -0.885 / -0.865
E_HOMO (spin up / spin down) (eV): -9.5 / -9.3
Kohn-Sham gap (spin up / spin down) (eV): 8.575 / 8.475

natural (NBO) population analysis, charges in e, atoms 1 to 4: N -0.34; C 0.31; C -0.55; C -0.14



Electronic energy for the records above, in order: -228.46572 -3794.71594 -2019.69194 -1428.00478 -249.25997 Ha